99
Properties=species:S:1:pos:R:3 method="wB97M-V/def2-TZVPD" spin_multiplicity=3 relative_energy_ev=0.0000 e_tot_ha=-4193.5116 s2=2.014 homo_lumo_gap_ha="0.287 / 0.273" lumo_ev="0.0 / -0.3"
Ni 0.21 3.19 1.23
C 0.50 3.38 4.00
C 0.76 2.25 3.27
C -0.02 0.95 3.44
C -1.02 0.69 2.30
C -1.56 1.97 1.69
C -2.01 3.02 2.46
C -2.05 3.06 3.94
C -0.80 3.76 4.58
C -0.34 3.64 -0.51
H 1.34 4.01 4.29
H 1.79 2.11 2.88
H -0.53 0.90 4.40
H 0.71 0.11 3.46
H -0.51 0.10 1.53
H -1.85 0.07 2.67
H -1.89 1.90 0.64
H -2.43 3.91 1.97
H -2.19 2.07 4.40
H -2.93 3.66 4.23
H -0.94 4.85 4.46
H -0.78 3.62 5.68
H 0.32 4.46 -0.85
H -1.36 4.02 -0.41
H -0.31 2.80 -1.22
P 1.62 -5.01 -2.26
P -1.24 -4.48 -3.69
C 0.11 -5.80 -1.65
C -1.08 -5.64 -2.31
C 2.84 -6.40 -2.18
C 2.67 -7.52 -1.35
C 3.67 -8.50 -1.27
C 4.82 -8.40 -2.06
C 4.96 -7.32 -2.95
C 3.97 -6.33 -3.02
C 2.05 -3.97 -0.81
C 1.23 -2.84 -0.61
C 1.44 -2.01 0.49
C 2.48 -2.30 1.39
C 3.30 -3.41 1.18
C 3.10 -4.24 0.07
C -2.21 -5.63 -4.82
C -1.50 -6.73 -5.35
C -2.17 -7.71 -6.08
C -3.55 -7.60 -6.32
C -4.24 -6.49 -5.84
C -3.58 -5.50 -5.10
C -2.56 -3.36 -3.12
C -2.74 -2.16 -3.85
C -3.79 -1.31 -3.52
C -4.65 -1.62 -2.46
C -4.44 -2.78 -1.72
C -3.39 -3.64 -2.03
H 0.18 -6.36 -0.71
H -1.97 -6.23 -2.05
H 1.77 -7.64 -0.75
H 3.55 -9.34 -0.58
H 5.61 -9.16 -1.99
H 5.85 -7.25 -3.58
H 4.09 -5.50 -3.71
H 0.41 -2.65 -1.31
H 0.81 -1.14 0.64
H 2.64 -1.65 2.25
H 4.11 -3.63 1.88
H 3.74 -5.11 -0.09
H -0.43 -6.83 -5.15
H -1.63 -8.57 -6.47
H -4.08 -8.37 -6.89
H -5.32 -6.39 -6.02
H -4.14 -4.65 -4.72
H -2.06 -1.93 -4.67
H -3.93 -0.39 -4.10
H -5.47 -0.95 -2.21
H -5.10 -3.03 -0.89
H -3.22 -4.54 -1.43
C 1.05 9.29 4.28
C 0.64 7.89 3.83
C 1.09 7.49 2.40
C 0.69 8.60 1.38
C -0.75 9.10 1.45
C 2.63 7.37 2.34
O 3.40 8.31 2.55
N 3.15 6.14 2.02
C 2.47 4.93 1.75
O 3.12 3.90 1.59
N 1.09 5.01 1.70
C 0.40 6.14 2.03
O -0.85 6.10 2.07
H 2.11 9.46 4.03
H 0.93 9.37 5.37
H 0.45 10.08 3.82
H 1.07 7.14 4.52
H -0.45 7.79 3.90
H 1.38 9.45 1.54
H 0.90 8.21 0.37
H -0.90 9.82 2.26
H -0.99 9.61 0.51
H -1.43 8.25 1.58
H 4.16 6.06 2.00